DFT (ωB97M-V/def2-TZVPD) results for a structure of composition C22H53BNbO5S.

Values from the calculation:
Net charge: -1
E_tot in hartree: -1726.07262

Atoms and positions in Å:
C 2.26 -2.21 1.45
C 2.68 -0.83 1.96
C 1.82 0.37 1.50
C 1.21 1.11 2.70
Nb 3.13 1.80 0.26
C 5.07 1.98 1.52
C 5.77 3.29 1.69
O 5.32 4.41 1.61
C 1.49 1.73 -1.29
C 0.56 2.97 -1.34
C -0.87 2.60 -0.95
S -1.69 1.51 -2.11
O -0.83 1.13 -3.19
O -3.00 2.04 -2.41
O -1.97 0.22 -1.22
B 4.40 0.22 -1.08
C 5.20 0.68 -2.37
O 4.54 -1.16 -0.80
H 2.88 -2.54 0.62
H 1.22 -2.19 1.08
H 2.31 -2.96 2.24
H 3.73 -0.68 1.67
H 2.66 -0.82 3.06
H 0.97 0.00 0.91
H 0.60 0.42 3.30
H 0.59 1.96 2.40
H 1.99 1.51 3.36
H 2.40 3.26 1.19
H 3.56 3.07 -0.99
H 4.85 1.61 2.54
H 5.86 1.32 1.14
H 6.86 3.19 1.94
H 1.93 1.58 -2.28
H 0.88 0.83 -1.12
H 0.57 3.46 -2.32
H 0.87 3.73 -0.62
H -1.57 3.44 -0.89
H -0.86 2.12 0.04
H -1.19 0.01 -0.68
H 5.18 -0.10 -3.14
H 4.86 1.63 -2.79
H 6.26 0.82 -2.09
H 5.42 -1.42 -0.52
C -0.12 -6.78 -2.45
C -0.63 -5.63 -1.58
C -1.35 -4.54 -2.38
C -0.49 -3.84 -3.43
C 0.78 -3.19 -2.88
C 0.51 -2.11 -1.84
H 0.61 -6.43 -3.18
H 0.36 -7.55 -1.84
H -0.94 -7.25 -2.99
H 0.21 -5.19 -1.03
H -1.32 -6.02 -0.83
H -1.75 -3.80 -1.68
H -2.22 -4.98 -2.87
H -1.10 -3.07 -3.91
H -0.22 -4.55 -4.22
H 1.34 -2.75 -3.71
H 1.44 -3.95 -2.45
H -0.12 -1.32 -2.27
H 1.44 -1.65 -1.51
H 0.01 -2.51 -0.96
C -2.53 1.49 3.05
C -3.80 0.84 2.52
C -4.34 1.51 1.25
C -4.73 2.98 1.42
C -5.78 3.24 2.50
C -7.11 2.54 2.23
H -2.69 2.53 3.33
H -2.15 0.97 3.93
H -1.74 1.47 2.30
H -4.57 0.84 3.30
H -3.60 -0.21 2.29
H -5.19 0.94 0.88
H -3.58 1.45 0.46
H -5.10 3.34 0.46
H -3.84 3.57 1.64
H -5.95 4.32 2.56
H -5.40 2.94 3.47
H -7.53 2.85 1.27
H -7.85 2.78 3.01
H -7.00 1.46 2.21



DFT (ωB97M-V/def2-TZVPD) results for a structure of composition C22H54ClFN2O4Si2.

Values from the calculation:
E_tot in hartree: -2420.00754

Atoms and positions in Å:
C 1.28 -0.56 2.12
C 1.30 0.28 0.71
O 0.10 1.12 0.47
C 0.32 1.72 -0.88
C 0.09 3.38 -0.79
O -0.73 3.73 0.39
C -1.27 5.12 0.25
C -2.61 5.03 -0.69
O -3.87 5.38 -0.03
C -4.19 4.57 1.14
Si -4.80 2.76 0.71
F -6.46 2.47 1.30
O -4.61 2.34 -0.99
Si -5.36 0.79 -1.38
C -5.28 -0.53 0.01
C -6.77 -0.65 0.74
C -6.53 -0.67 2.37
Cl -7.98 -0.10 3.37
H 1.05 0.14 3.05
H 0.49 -1.44 2.16
H 2.35 -1.03 2.32
H 2.23 1.02 0.64
H 1.38 -0.44 -0.24
H 1.40 1.54 -1.30
H -0.45 1.31 -1.69
H 1.14 3.91 -0.82
H -0.45 3.65 -1.81
H -1.50 5.55 1.34
H -0.43 5.74 -0.28
H -2.45 5.83 -1.56
H -2.59 3.98 -1.22
H -5.14 5.07 1.65
H -3.37 4.53 1.97
H -3.93 1.87 1.53
H -6.72 1.05 -1.89
H -4.63 0.22 -2.54
H -5.12 -1.58 -0.52
H -4.39 -0.41 0.77
H -7.34 -1.62 0.36
H -7.48 0.26 0.45
H -5.65 0.09 2.60
H -6.17 -1.77 2.64
C -1.51 -1.94 -0.31
C -0.66 -2.75 -1.28
N -1.33 -3.96 -1.78
C -0.42 -4.87 -2.49
C 0.22 -4.38 -3.78
C -2.63 -3.77 -2.42
C -2.70 -2.84 -3.63
H -1.84 -2.56 0.53
H -0.92 -1.11 0.10
H -2.39 -1.51 -0.79
H 0.25 -3.04 -0.75
H -0.35 -2.10 -2.10
H -0.93 -5.82 -2.69
H 0.39 -5.14 -1.79
H -0.49 -4.37 -4.61
H 1.04 -5.05 -4.07
H 0.65 -3.38 -3.68
H -3.33 -3.40 -1.66
H -3.04 -4.75 -2.71
H -2.15 -1.91 -3.47
H -3.74 -2.57 -3.81
H -2.33 -3.32 -4.53
C 5.04 -0.82 -0.23
C 6.25 -0.96 0.68
N 6.93 0.31 0.96
C 8.24 0.14 1.60
C 8.27 -0.48 2.99
C 6.10 1.38 1.53
C 5.37 1.09 2.84
H 5.30 -0.33 -1.18
H 4.65 -1.82 -0.48
H 4.23 -0.26 0.24
H 6.96 -1.63 0.17
H 5.94 -1.46 1.60
H 8.75 1.11 1.64
H 8.86 -0.48 0.94
H 7.94 0.22 3.76
H 9.30 -0.76 3.24
H 7.67 -1.39 3.06
H 5.35 1.66 0.78
H 6.70 2.29 1.65
H 4.89 0.11 2.85
H 4.58 1.84 2.99
H 6.04 1.17 3.70



DFT (ωB97M-V/def2-TZVPD) results for a structure of composition C22H54F12MgN2O17S4.

Values from the calculation:
Energy above the lowest of the compared OMol25 structures with the same formula, charge and spin in kcal/mol: 250.84

Atoms and positions in Å:
Mg -3.97 2.38 -2.40
C 2.00 -8.56 4.80
F 2.93 -7.68 4.80
F 2.51 -9.77 4.51
F 1.34 -8.61 6.00
S 0.74 -8.12 3.37
O 0.57 -6.66 3.41
O 1.44 -8.50 2.13
N -0.65 -9.19 3.60
S -1.51 -8.17 4.50
O -0.79 -7.37 5.51
O -2.54 -7.47 3.63
C -2.62 -9.31 5.54
F -3.55 -9.84 4.71
F -2.02 -10.33 6.14
F -3.34 -8.60 6.37
C -1.19 0.14 1.38
F -1.14 -1.19 1.66
F -2.52 0.44 1.29
F -0.65 0.88 2.31
S -0.30 0.59 -0.29
O 1.14 0.80 -0.02
O -0.65 -0.60 -1.07
N -1.20 2.07 -0.84
S -0.20 3.25 -0.33
O -0.78 4.53 -0.72
O 0.19 3.11 1.02
C 1.32 3.17 -1.57
F 0.94 2.33 -2.53
F 1.47 4.40 -1.97
F 2.39 2.76 -0.87
C 7.25 6.51 -0.18
C 6.46 6.92 -1.37
O 5.67 8.10 -1.31
H 8.17 5.94 -0.32
H 6.70 5.97 0.59
H 7.54 7.41 0.35
H 5.83 6.07 -1.60
H 7.19 6.98 -2.18
H 4.86 7.74 -0.94
C -0.99 -2.38 7.11
C 0.44 -2.09 6.80
O 1.17 -3.33 6.59
H -1.58 -2.82 6.31
H -1.50 -1.44 7.36
H -1.10 -3.13 7.90
H 0.93 -1.47 7.55
H 0.23 -1.50 5.91
H 0.52 -3.88 6.14
C -5.67 1.66 5.11
C -6.88 1.16 4.34
O -7.82 2.19 3.95
H -5.89 2.31 5.95
H -5.26 2.42 4.45
H -5.01 0.84 5.40
H -7.37 0.47 5.03
H -6.70 0.43 3.55
H -7.99 2.72 4.73
C -5.98 -4.43 -0.14
C -5.35 -5.57 -0.96
O -4.49 -5.05 -2.05
H -6.77 -3.87 -0.63
H -5.27 -3.63 0.07
H -6.51 -4.76 0.75
H -6.19 -6.11 -1.40
H -4.71 -6.30 -0.46
H -3.64 -5.46 -1.89
C 2.36 2.18 -8.07
C 1.10 1.32 -7.82
O -0.04 2.09 -7.42
H 2.38 3.13 -7.55
H 2.39 2.45 -9.12
H 3.26 1.60 -7.87
H 1.31 0.54 -7.08
H 0.79 0.76 -8.70
H -0.51 2.47 -8.16
C 6.49 1.19 -3.90
C 5.72 0.03 -3.20
O 6.50 -1.18 -3.27
H 6.67 0.93 -4.94
H 7.40 1.46 -3.37
H 5.71 1.95 -3.91
H 4.64 -0.07 -3.35
H 5.77 0.37 -2.16
H 6.31 -1.65 -2.46
C -4.67 6.46 -5.15
C -4.07 5.27 -5.83
O -3.41 4.43 -4.87
H -5.43 6.13 -4.43
H -5.11 6.99 -5.99
H -3.88 7.09 -4.73
H -3.28 5.64 -6.49
H -4.54 4.61 -6.56
H -2.67 4.17 -5.42
C 1.20 7.72 3.56
C 2.35 7.99 2.61
O 1.89 7.73 1.31
H 0.24 8.14 3.25
H 1.36 8.06 4.58
H 1.06 6.66 3.76
H 3.19 7.33 2.80
H 2.59 9.03 2.85
H 1.19 8.33 1.06
C 2.30 -5.27 -2.79
C 1.14 -5.70 -3.74
O 0.06 -6.34 -3.01
H 1.88 -4.56 -2.08
H 2.97 -4.65 -3.38
H 2.76 -6.16 -2.36
H 1.61 -6.38 -4.45
H 0.86 -4.74 -4.17
H 0.53 -7.03 -2.54



DFT (ωB97M-V/def2-TZVPD) results for a cluster of 5 separate species, C22H54N5O4 in total.

Values from the calculation:
Net charge: -1
E_tot in hartree: -1445.21237

Atoms and positions in Å:
C 1.78 -0.79 6.38
C 0.97 0.07 6.76
N 0.00 0.84 7.14
C -1.13 0.72 6.22
C -1.73 -0.70 6.08
C -1.77 -1.07 4.59
C -3.16 -0.79 6.67
H 2.46 -1.58 6.23
H -1.93 1.36 6.62
H -0.90 1.11 5.21
H -1.15 -1.47 6.58
H -2.33 -0.30 4.04
H -0.74 -1.00 4.23
H -2.17 -2.07 4.41
H -3.33 -1.82 7.00
H -3.92 -0.55 5.92
H -3.23 -0.14 7.54
C 1.58 0.34 -0.68
C 0.14 0.28 -0.18
C -0.12 1.15 1.05
O 0.34 0.59 2.26
C 1.71 0.80 2.56
N -0.24 -1.11 0.05
H 2.26 -0.23 -0.04
H 1.65 -0.09 -1.68
H 1.94 1.37 -0.73
H -0.49 0.67 -0.99
H -1.21 1.24 1.17
H 0.27 2.17 0.92
H 2.05 1.79 2.21
H 2.33 0.02 2.13
H 1.81 0.75 3.65
H -1.22 -1.15 0.29
H 0.23 -1.41 0.91
C -2.18 5.76 -3.16
C -1.91 5.23 -1.76
C -1.33 3.80 -1.74
O -2.29 2.78 -1.98
C -2.58 2.52 -3.34
N -3.13 5.34 -0.96
H -3.07 5.32 -3.60
H -2.34 6.84 -3.13
H -1.33 5.57 -3.83
H -1.15 5.88 -1.31
H -0.94 3.61 -0.74
H -0.49 3.70 -2.44
H -1.69 2.65 -3.97
H -3.38 3.16 -3.70
H -2.91 1.49 -3.41
H -2.93 5.08 0.00
H -3.77 4.62 -1.28
C -1.17 -6.72 -0.03
C -1.18 -5.20 0.11
C -2.48 -4.65 0.72
O -3.58 -4.61 -0.18
C -4.29 -5.82 -0.32
N -0.88 -4.60 -1.19
H -1.79 -7.06 -0.86
H -0.15 -7.07 -0.22
H -1.52 -7.21 0.88
H -0.38 -4.93 0.80
H -2.31 -3.62 1.01
H -2.76 -5.20 1.63
H -4.33 -6.37 0.62
H -3.86 -6.45 -1.10
H -5.31 -5.57 -0.62
H -0.79 -3.59 -1.07
H -1.70 -4.71 -1.77
C 6.15 0.26 -4.99
C 6.11 1.46 -4.05
C 4.89 1.46 -3.11
O 3.68 1.84 -3.71
C 2.99 0.81 -4.40
N 6.18 2.69 -4.85
H 5.43 0.34 -5.80
H 7.14 0.19 -5.45
H 5.96 -0.67 -4.45
H 7.00 1.42 -3.42
H 5.08 2.20 -2.33
H 4.78 0.49 -2.61
H 3.12 -0.16 -3.91
H 3.32 0.75 -5.44
H 1.93 1.06 -4.40
H 6.25 3.49 -4.23
H 5.28 2.81 -5.31



DFT (ωB97M-V/def2-TZVPD) results for a structure of composition C22H55B3FO16PS.

Values from the calculation:
Energy above the lowest of the compared OMol25 structures with the same formula, charge and spin in kcal/mol: 0.00

Atoms and positions in Å:
O -0.60 1.81 -0.38
C 0.37 0.93 0.18
C 1.79 1.48 0.14
O 2.06 2.06 -1.11
C 3.03 3.07 -1.12
O 2.73 4.05 -2.05
C 1.48 4.69 -1.82
B 1.58 5.97 -0.91
O 0.53 6.26 -0.04
B 0.97 6.83 1.16
C 0.57 6.23 2.55
C 0.82 4.73 2.49
F 0.42 4.09 3.64
O 1.89 7.87 1.03
B 2.95 7.39 0.29
P 4.74 7.42 1.01
O 4.80 6.09 1.91
O 5.75 7.07 -0.19
S 5.12 9.04 1.96
O 2.67 6.82 -0.94
H -0.42 2.69 -0.06
H 0.30 -0.02 -0.32
H 0.13 0.77 1.24
H 1.90 2.21 0.95
H 2.48 0.66 0.32
H 3.16 3.49 -0.11
H 4.00 2.66 -1.43
H 0.72 4.01 -1.43
H 1.11 5.01 -2.80
H 1.24 6.66 3.29
H -0.47 6.42 2.79
H 0.30 4.29 1.64
H 1.89 4.54 2.34
H 5.64 5.62 1.81
H 5.51 7.55 -0.99
C 10.23 12.18 3.59
O 11.25 11.33 3.12
C 11.37 10.13 3.87
C 10.73 8.96 3.15
O 9.33 9.10 3.06
C 8.88 9.53 1.79
H 10.10 12.97 2.86
H 9.28 11.65 3.71
H 10.52 12.64 4.55
H 10.93 10.24 4.86
H 12.44 9.92 3.99
H 10.93 8.04 3.72
H 11.17 8.84 2.16
H 8.99 8.73 1.05
H 9.43 10.41 1.44
H 7.82 9.78 1.87
C -2.96 -0.62 -0.79
O -2.65 -2.00 -0.83
C -3.71 -2.81 -1.32
C -3.49 -3.22 -2.75
O -3.55 -2.11 -3.63
C -2.28 -1.64 -4.05
H -2.05 -0.07 -0.59
H -3.38 -0.27 -1.74
H -3.67 -0.41 0.02
H -4.67 -2.29 -1.21
H -3.74 -3.71 -0.70
H -4.28 -3.92 -3.05
H -2.53 -3.74 -2.85
H -1.82 -2.35 -4.74
H -1.62 -1.48 -3.20
H -2.44 -0.69 -4.56
C -4.87 -8.89 2.35
O -5.27 -7.58 2.68
C -4.26 -6.60 2.47
C -4.49 -5.83 1.19
O -4.34 -6.65 0.05
C -5.58 -7.06 -0.52
H -5.75 -9.52 2.37
H -4.42 -8.94 1.35
H -4.15 -9.27 3.08
H -3.27 -7.07 2.45
H -4.30 -5.91 3.32
H -3.74 -5.03 1.13
H -5.48 -5.36 1.21
H -6.07 -6.21 -1.01
H -6.25 -7.48 0.23
H -5.36 -7.82 -1.26
C -8.16 -10.72 -1.72
O -7.04 -9.99 -2.19
C -5.82 -10.71 -2.08
C -5.39 -11.27 -3.42
O -6.28 -12.27 -3.88
C -7.17 -11.82 -4.88
H -9.05 -10.18 -2.02
H -8.19 -11.73 -2.15
H -8.14 -10.80 -0.63
H -5.91 -11.52 -1.35
H -5.06 -10.02 -1.73
H -4.40 -11.74 -3.30
H -5.30 -10.47 -4.15
H -6.64 -11.64 -5.83
H -7.68 -10.90 -4.58
H -7.91 -12.60 -5.04



What did the second record say?
DFT (ωB97M-V/def2-TZVPD) results for a structure of composition C22H54ClFN2O4Si2.

Values from the calculation:
E_tot in hartree: -2420.00754

Atoms and positions in Å:
C 1.28 -0.56 2.12
C 1.30 0.28 0.71
O 0.10 1.12 0.47
C 0.32 1.72 -0.88
C 0.09 3.38 -0.79
O -0.73 3.73 0.39
C -1.27 5.12 0.25
C -2.61 5.03 -0.69
O -3.87 5.38 -0.03
C -4.19 4.57 1.14
Si -4.80 2.76 0.71
F -6.46 2.47 1.30
O -4.61 2.34 -0.99
Si -5.36 0.79 -1.38
C -5.28 -0.53 0.01
C -6.77 -0.65 0.74
C -6.53 -0.67 2.37
Cl -7.98 -0.10 3.37
H 1.05 0.14 3.05
H 0.49 -1.44 2.16
H 2.35 -1.03 2.32
H 2.23 1.02 0.64
H 1.38 -0.44 -0.24
H 1.40 1.54 -1.30
H -0.45 1.31 -1.69
H 1.14 3.91 -0.82
H -0.45 3.65 -1.81
H -1.50 5.55 1.34
H -0.43 5.74 -0.28
H -2.45 5.83 -1.56
H -2.59 3.98 -1.22
H -5.14 5.07 1.65
H -3.37 4.53 1.97
H -3.93 1.87 1.53
H -6.72 1.05 -1.89
H -4.63 0.22 -2.54
H -5.12 -1.58 -0.52
H -4.39 -0.41 0.77
H -7.34 -1.62 0.36
H -7.48 0.26 0.45
H -5.65 0.09 2.60
H -6.17 -1.77 2.64
C -1.51 -1.94 -0.31
C -0.66 -2.75 -1.28
N -1.33 -3.96 -1.78
C -0.42 -4.87 -2.49
C 0.22 -4.38 -3.78
C -2.63 -3.77 -2.42
C -2.70 -2.84 -3.63
H -1.84 -2.56 0.53
H -0.92 -1.11 0.10
H -2.39 -1.51 -0.79
H 0.25 -3.04 -0.75
H -0.35 -2.10 -2.10
H -0.93 -5.82 -2.69
H 0.39 -5.14 -1.79
H -0.49 -4.37 -4.61
H 1.04 -5.05 -4.07
H 0.65 -3.38 -3.68
H -3.33 -3.40 -1.66
H -3.04 -4.75 -2.71
H -2.15 -1.91 -3.47
H -3.74 -2.57 -3.81
H -2.33 -3.32 -4.53
C 5.04 -0.82 -0.23
C 6.25 -0.96 0.68
N 6.93 0.31 0.96
C 8.24 0.14 1.60
C 8.27 -0.48 2.99
C 6.10 1.38 1.53
C 5.37 1.09 2.84
H 5.30 -0.33 -1.18
H 4.65 -1.82 -0.48
H 4.23 -0.26 0.24
H 6.96 -1.63 0.17
H 5.94 -1.46 1.60
H 8.75 1.11 1.64
H 8.86 -0.48 0.94
H 7.94 0.22 3.76
H 9.30 -0.76 3.24
H 7.67 -1.39 3.06
H 5.35 1.66 0.78
H 6.70 2.29 1.65
H 4.89 0.11 2.85
H 4.58 1.84 2.99
H 6.04 1.17 3.70